1.
ORCA calculation (ωB97M-V with the def2-TZVPD basis set) on a structure of composition C30H27F5N6O2PS4Tc.

- highest occupied orbital energy (spin up / spin down) (eV) = -10.45 / -10.46
- orbital gap (spin up / spin down) (Ha) = 0.260 / 0.217

Structure (ORCA input):
```
! RIJCOSX wB97M-V def2-TZVPD def2/J DEFGRID3
* xyz 1 4
C -1.65422 2.28035 -3.16323
C -3.13639 2.52266 -0.11479
O -0.07286 -1.33739 2.16018
H 6.07355 1.82468 -2.19703
H -6.83331 -3.84822 2.53293
C -0.26173 -2.16918 -3.77493
H 1.47478 -1.60803 -4.95660
C -2.63245 2.87515 -3.93959
C -4.67282 -3.10599 1.28173
C 3.97002 -2.88934 2.71631
H -0.28583 -2.62243 -1.71346
H -2.08764 -1.51356 3.66125
Tc -0.08027 -0.00975 -1.57514
C 1.09651 -1.51311 -3.93627
H -0.23064 -3.23044 -4.03474
N -6.21204 -3.31189 3.11146
H -4.21080 3.52936 1.46180
H -5.39239 -3.56012 0.61509
C -2.81638 -1.96713 3.00990
C -4.03910 -2.37404 3.49547
N -2.36498 1.50298 -0.46232
C -0.67044 2.97769 -2.47719
F -1.66084 0.89805 -3.09145
H -4.27030 -2.25528 4.54363
C 3.51089 -2.79421 4.02383
H -6.38074 -3.33309 4.10055
F -1.67125 6.32763 -3.48491
H 7.66198 2.42584 -0.40465
H 4.77806 1.30518 2.53918
H -0.99147 -1.68507 -4.42945
C 4.17017 1.06918 0.48638
C 2.88754 -0.80575 2.20021
C 4.53627 1.21809 -0.84104
C 5.79197 1.70793 -1.16178
C 6.31547 1.90087 1.17628
C -2.63759 4.26121 -4.04833
H 1.81402 0.12444 3.79509
C -0.70160 4.36838 -2.61356
S 1.90431 -0.61303 -0.70470
C -3.44175 -2.71230 0.80643
H -3.41887 3.20693 -0.90663
H 1.82325 -1.96226 -3.25630
H 1.84071 0.37578 -3.46610
N -1.18760 -0.33992 0.10505
C -4.99182 -2.94178 2.63882
H 3.84173 0.96190 -1.63068
S -0.93597 -1.67519 1.07282
P 2.54396 0.53920 1.04369
N -0.70248 -1.96511 -2.38552
C -1.66669 5.00464 -3.38266
C -3.57277 2.70507 1.18892
H 7.00658 2.16642 1.96288
C 2.42988 -0.71403 3.50837
C 5.06298 1.41486 1.49915
S 0.53412 2.22531 -1.42976
H 0.40713 0.39851 -4.25209
C 6.68235 2.04683 -0.15475
C 2.74668 -1.71057 4.41840
H -3.19600 -2.87279 -0.23328
C 3.66418 -1.89386 1.80708
C -3.14841 1.76533 2.12120
H 3.75437 -3.57022 4.73599
F -3.55925 4.87066 -4.78548
H -3.44460 1.83414 3.16030
F -3.54056 2.13695 -4.56773
H -1.70782 -2.10302 -2.28843
H 4.56940 -3.73450 2.41158
F 0.20177 5.11428 -1.98558
C -2.51240 -2.13547 1.66193
N -2.35668 0.75265 1.80608
H 4.03881 -1.96410 0.79441
N 0.94344 -0.09818 -3.54021
S 1.38687 1.93503 1.65037
O -0.49924 -2.67223 0.11990
H 2.38985 -1.64144 5.43633
C -2.00261 0.67990 0.52940
*
```

***

2.
ORCA calculation (ωB97M-V with the def2-TZVPD basis set) on a cluster of 14 separate species, C6H41NO14 in total in a non-equilibrium geometry.

- highest occupied orbital energy (eV) = -9.89
- orbital gap (Ha) = 0.368

Structure (ORCA input):
```
! RIJCOSX wB97M-V def2-TZVPD def2/J DEFGRID3
* xyz 0 1
O 2.21251 0.10807 -3.13836
H -3.43139 0.16583 -0.19809
H 1.89332 3.69855 0.42570
H -0.67291 -0.04165 3.74117
H -0.18237 1.04532 -4.61838
O 1.40629 -1.84215 -1.50117
H -2.16907 -2.43194 -0.14287
H 0.99808 -3.51958 3.29019
H 1.04564 1.49083 -1.37482
C -1.45054 -1.71092 0.21707
H -0.49570 -0.47373 -5.11763
H 3.46381 -2.80444 0.29523
H 0.91640 -3.09570 -3.99239
O -3.00729 1.32216 3.04540
O -2.99529 3.24844 -2.33403
H 3.24822 1.90885 -0.47111
H 0.88284 -1.34099 -0.89590
O -1.42190 -0.58074 3.95365
O -0.99633 -2.97966 2.90768
H 3.02845 -0.79281 2.00415
H 2.11796 -2.45274 -0.06470
C 0.73706 2.20147 -0.55594
H 3.11476 0.72811 1.70404
O 2.64859 -2.62923 0.76970
H -0.66357 2.03491 -2.80894
H 2.98169 0.42978 -3.57504
C -1.33751 -0.30335 -0.37021
H 1.88534 -1.22010 -2.04975
H -3.90408 1.52250 2.77749
H -1.00470 2.64919 0.55013
O -0.69182 2.41174 -3.69852
N -0.68842 2.05109 -0.20686
H 1.45057 -0.06117 -3.71958
H -3.62320 3.94415 -2.14950
O 0.05642 -2.90054 -3.59805
H -0.54607 -0.29055 -1.18736
O 1.60080 -2.80412 3.25996
H -3.22339 -0.96197 -1.48110
H 0.28642 -2.52693 -2.73460
H 1.98746 -2.72320 2.34628
H -1.77472 -1.65297 1.27606
H 0.63862 3.05544 -1.28865
O 3.37848 0.08173 2.33585
H -2.45299 3.15009 -1.57889
H -2.80958 0.71149 -1.75637
H 0.06913 0.40966 1.17134
H -2.84152 0.37274 3.34384
C 1.68943 2.61363 0.54826
O 0.20467 0.14213 -4.79724
H -0.44456 -2.21763 0.29858
H -1.29876 -0.92313 4.83193
C -2.69194 -0.07682 -1.00783
O 1.22138 0.11505 3.94664
C -0.83482 0.70000 0.61234
H -1.53307 2.86556 -3.58871
H -1.05602 -2.81843 1.92151
H 1.35396 2.44077 1.60730
H -1.16136 -2.16224 3.35143
O 2.98641 1.86004 0.44918
H 1.49407 -0.81834 3.93712
H -1.52837 0.99286 1.42703
H 1.93450 0.68559 3.65630
*
```

***

3.
ORCA calculation (ωB97M-V with the def2-TZVPD basis set) on the molecule C4H8BrNO3 in a non-equilibrium geometry.

- highest occupied orbital energy (eV) = -10.27
- orbital gap (Ha) = 0.352

Structure (ORCA input):
```
! RIJCOSX wB97M-V def2-TZVPD def2/J DEFGRID3
* xyz 0 1
C 0.15032 -0.78000 -1.34230
H -1.67704 0.11552 -0.14632
C -0.83142 1.95764 0.49233
C 0.62756 -0.69488 0.03875
H 0.91758 -1.13625 -2.10144
H 0.04505 2.27348 1.14070
Br 2.11308 0.87012 0.00463
H -0.08075 0.28233 -1.84373
O 2.31335 -2.30757 -0.32030
C -1.24002 0.52984 0.84159
H -0.43657 1.97210 -0.56598
H -1.71939 2.55351 0.58977
H -1.94020 0.59201 1.63336
H -0.70960 -1.51372 -1.45950
N 1.47637 -1.88167 0.45929
O -0.20956 -0.43766 1.05360
O 1.20126 -2.39478 1.52557
*
```